No. 1
A structure of composition C50H45CuF9NO3PS2 at a distorted geometry, computed with ωB97M-V/def2-TZVPD.

Structure (XYZ):
```
112
Properties=species:S:1:pos:R:3:forces:R:3
Cu -1.045919 1.911777 -0.842930 -0.3 -0.1 0.7
C -4.353308 -3.897006 2.798217 -0.6 0.0 0.0
C -3.332003 -2.784803 2.893058 1.3 -0.4 -0.2
C -3.703609 -1.481484 3.252921 0.7 -1.3 -0.3
C -2.707948 -0.565408 3.506526 0.5 1.4 1.1
C -1.372934 -0.824939 3.200321 0.3 0.3 0.1
C -0.974580 -2.062600 2.689087 -0.7 -0.9 0.8
C -1.942030 -3.081054 2.648880 -0.9 0.8 0.0
S -0.276525 0.636313 3.291312 -0.1 -0.7 0.5
O -0.130593 1.054529 1.883117 -0.7 1.1 0.0
C 1.314517 -0.145100 3.790203 1.8 1.3 -1.7
C 1.246483 -0.978021 4.880677 -0.5 -0.8 1.9
C 2.322394 -1.677158 5.341491 1.3 -1.2 0.4
C 3.579916 -1.608695 4.673667 -1.1 1.5 -1.5
C 4.681797 -2.430405 4.916956 0.3 -0.8 0.8
C 5.927750 -2.223116 4.386360 -1.0 -1.1 0.8
C 6.089854 -1.213559 3.461159 0.8 0.5 -0.1
C 5.047915 -0.411177 3.130864 -0.8 0.1 -0.2
C 3.716346 -0.597184 3.652475 0.9 0.2 0.3
C 2.602228 0.193379 3.220842 -2.4 -0.8 1.4
C 2.753196 1.361335 2.304148 -0.6 -0.6 0.5
C 3.344285 2.562772 2.820055 0.0 0.2 -0.5
C 3.565250 2.832074 4.204752 -0.1 -1.6 -0.4
C 4.171841 3.968509 4.611997 -0.6 0.1 0.1
C 4.578890 4.979439 3.743048 -0.9 -1.5 -3.0
C 4.377914 4.766038 2.374555 -0.5 -0.5 -0.3
C 3.678806 3.579723 1.889450 1.0 0.3 0.9
C 3.414604 3.368360 0.514565 -1.1 -0.5 0.1
C 2.691097 2.257766 0.084325 0.7 1.0 1.5
C 2.257702 1.278121 1.022035 2.7 0.7 -0.6
S 1.273462 -0.080282 0.431265 0.1 -2.0 -0.5
O 0.580655 0.546496 -0.735652 -1.0 0.4 -0.5
C 2.455562 -1.139537 -0.475554 -0.4 0.9 0.5
C 3.346391 -1.884410 0.251189 1.1 -0.1 1.3
C 4.600261 -2.129804 -0.296235 0.8 -0.5 -1.2
C 4.926762 -1.640127 -1.589951 -0.3 -0.3 0.3
C 6.280191 -1.716843 -2.227006 1.5 -0.7 0.4
C 3.908810 -1.105217 -2.369496 0.0 -0.3 0.4
C 2.648658 -0.953188 -1.825181 -0.1 1.0 -1.1
H -5.351272 -3.472868 3.011505 0.3 -0.2 -0.3
H -4.219880 -4.694648 3.568856 0.2 0.5 -0.7
H -4.359289 -4.336483 1.776043 0.0 0.1 0.7
H -4.736289 -1.201040 3.327525 -0.3 -0.1 0.4
H -2.957953 0.345038 4.109662 0.2 -0.5 -1.1
H 0.073206 -2.323585 2.543926 -0.2 0.3 -0.2
H -1.648572 -4.112179 2.408004 -0.2 0.5 0.0
H 0.336999 -1.021318 5.498905 0.2 -0.1 -0.6
H 2.310850 -2.356236 6.224674 -0.5 0.7 -0.7
H 4.503326 -3.292988 5.543509 0.2 0.0 0.4
H 6.731252 -2.872412 4.697694 0.1 -0.1 -0.2
H 7.084063 -1.063320 3.052086 -0.2 0.2 -0.1
H 5.275008 0.366536 2.439551 -0.3 0.6 -0.5
H 3.272117 2.065475 4.935104 0.1 0.4 -0.3
H 4.251200 4.152257 5.648023 0.2 0.1 1.1
H 4.926568 5.865819 4.157678 0.9 1.5 0.3
H 4.693354 5.400880 1.523548 -0.1 0.2 1.1
H 3.602706 4.206921 -0.150249 0.3 -0.4 -0.2
H 2.487724 2.161807 -0.944864 -0.6 -0.2 -1.0
H 3.149866 -2.168465 1.306520 0.1 0.3 -0.8
H 5.352406 -2.751181 0.207620 -0.4 0.5 0.1
H 6.864729 -0.780850 -2.106569 -0.4 -0.4 0.0
H 6.258721 -1.934015 -3.312273 -0.2 0.1 0.6
H 6.903886 -2.514666 -1.747172 -0.5 0.6 -0.4
H 4.154182 -0.756527 -3.368301 -0.3 -0.2 0.0
H 1.847712 -0.602541 -2.471339 0.0 0.4 0.4
C -0.323895 1.626981 -6.036192 -1.6 0.6 -1.3
C -1.200124 2.498452 -5.144023 -0.7 0.6 0.0
C -0.637793 2.515934 -3.802530 -0.9 -0.1 2.1
N -0.467709 2.480863 -2.658094 0.5 0.1 -2.3
H -0.634728 1.597060 -7.103831 0.1 0.3 0.7
H -0.315229 0.617956 -5.708535 0.0 -0.9 0.5
H 0.636907 2.036585 -5.966980 1.6 0.3 -0.2
H -2.253087 2.208046 -5.033567 0.3 -0.7 0.1
H -1.368354 3.548503 -5.435129 0.8 -0.2 -0.3
F 0.376605 3.926916 0.333135 -0.4 0.3 -0.5
C -0.947545 3.619848 0.065169 0.2 1.1 0.6
F -1.476919 4.666420 -0.677799 0.6 -0.5 0.1
F -1.538078 3.776491 1.272664 -0.3 -0.4 0.0
C -4.585876 2.975955 0.267151 -0.8 0.0 -1.6
C -4.089779 1.776012 -0.608513 1.1 0.3 0.5
O -2.769917 1.395523 -0.348823 -1.7 0.1 -0.7
C -4.883584 0.501352 -0.172846 -0.9 -0.7 0.3
F -4.497944 -0.649005 -0.776406 0.0 0.9 0.3
F -4.690119 0.285275 1.183631 -0.7 0.5 -1.7
F -6.256562 0.566120 -0.418459 1.6 0.2 0.6
C -4.367615 2.179202 -2.130954 1.8 0.0 0.3
F -3.405545 3.147044 -2.583280 -1.8 -1.8 0.9
F -5.571589 2.750030 -2.299076 0.7 -0.7 -0.4
F -4.197213 1.084929 -2.932763 -0.5 1.5 0.4
H -4.177138 2.886239 1.242700 0.4 -0.1 0.8
H -5.698340 3.019552 0.296543 0.7 -0.2 0.1
H -4.264118 3.917790 -0.203424 0.1 -0.3 0.3
C -2.834036 -3.215123 -1.494422 0.6 0.0 -1.1
P -2.065321 -2.193286 -2.845684 0.1 -0.2 0.5
C -1.300034 -3.451516 -3.922188 1.3 -1.3 -0.1
C -3.445597 -1.717107 -3.909859 -1.0 0.4 -0.4
C -4.814521 -1.777213 -3.583277 1.0 0.2 -0.1
C -5.790472 -1.209458 -4.387204 0.4 -0.7 0.5
C -5.433096 -0.666836 -5.615426 -0.5 0.8 -0.3
C -4.106373 -0.534322 -5.960631 2.3 -1.1 0.4
C -3.104900 -1.074813 -5.092849 -0.4 0.9 -0.5
H -3.340876 -2.459981 -0.931297 -0.5 0.0 0.7
H -1.999818 -3.619093 -0.913508 -0.2 0.0 0.0
H -3.487921 -4.020529 -1.849923 0.0 0.2 0.1
H -1.908550 -4.003595 -4.635528 -0.6 0.3 0.0
H -0.880673 -4.269874 -3.273351 0.0 0.9 -0.4
H -0.476580 -3.015652 -4.527266 -0.3 -0.2 0.5
H -5.040216 -2.209415 -2.632563 -0.5 -0.2 0.4
H -6.795074 -1.244303 -3.982109 -0.1 0.1 -0.5
H -6.186681 -0.248879 -6.275252 0.0 -0.1 0.1
H -3.702881 -0.120219 -6.899897 -0.8 0.0 0.4
H -2.031815 -0.879835 -5.274665 -0.7 -0.2 -0.3
```
Positions in Å, forces in eV/Å.

Properties
highest occupied orbital energy (alpha / beta)	-7.90 / -7.90	eV
relative energy (zero: lowest compared OMol25 entry of this formula, charge and spin)	0.0	kcal/mol
calculated total energy	-160265.9408	eV
LUMO energy (alpha / beta)	-0.00913 / -0.00914	Eh
spin multiplicity	2

=====

No. 2
A structure of composition C50H46BF3N7O3Sn at a distorted geometry, computed with ωB97M-V/def2-TZVPD.

Structure (XYZ):
```
111
Properties=species:S:1:pos:R:3:forces:R:3
Sn 11.009366 10.346912 12.024517 -0.2 -0.3 -0.7
C 12.078543 8.492861 14.502090 0.0 -0.5 0.2
N 11.679648 8.149063 13.111770 0.5 0.5 -0.2
C 12.869693 7.701052 12.336242 -0.5 0.4 0.0
C 12.722749 7.856866 10.830371 0.5 -0.4 0.7
C 13.818028 7.604272 10.007949 -0.1 0.0 -0.3
C 13.669944 7.872010 8.659690 0.5 -0.3 -0.2
C 12.456448 8.332481 8.173258 -0.1 0.1 0.0
C 11.423755 8.511304 9.073057 -0.3 0.0 -0.6
N 11.562505 8.270684 10.367348 -0.3 0.2 0.2
C 10.639659 7.124314 13.085965 -0.7 -0.5 -0.7
C 9.250975 7.597542 13.522749 0.1 0.2 0.3
C 8.766816 7.434148 14.825871 0.4 0.1 -0.1
C 7.556311 8.026258 15.171744 0.5 -0.6 0.0
C 6.856984 8.683510 14.192463 -1.2 0.3 0.2
C 7.353760 8.722271 12.908511 0.3 0.1 -0.2
N 8.535336 8.223709 12.576572 0.3 -0.4 0.1
C 11.347308 9.674615 15.079405 0.1 0.1 0.4
C 11.712450 10.123442 16.384888 -0.1 0.1 -0.1
C 11.673612 11.441030 16.720022 0.2 -0.5 0.5
C 10.979784 12.406027 15.822911 -0.1 0.3 -0.3
C 11.174443 11.919204 14.428752 0.4 0.8 0.5
N 11.233485 10.665031 14.171544 0.3 -0.1 -0.5
H 13.147958 8.733802 14.448615 0.0 -0.1 0.1
H 11.952497 7.603556 15.152313 0.2 0.2 -0.2
H 13.097449 6.661354 12.579093 0.2 -0.2 0.1
H 13.714736 8.329942 12.632262 -0.1 -0.2 0.0
H 14.757641 7.232148 10.405921 -0.2 0.1 0.1
H 14.512333 7.707839 7.981617 -0.3 0.1 0.2
H 12.317536 8.556315 7.126810 0.0 0.0 -0.1
H 10.436240 8.842107 8.739600 0.3 0.0 0.2
H 10.983243 6.254111 13.674886 -0.2 0.2 0.0
H 10.543721 6.813438 12.032271 -0.1 0.0 0.4
H 9.362499 6.924930 15.587032 -0.1 0.1 -0.3
H 7.184131 7.929676 16.182296 0.0 0.1 0.0
H 5.892360 9.160200 14.403667 0.4 -0.2 -0.1
H 6.785063 9.201999 12.121456 0.1 0.1 -0.1
H 12.128356 9.408858 17.085884 0.2 -0.1 0.0
H 12.141760 11.778293 17.652175 -0.3 -0.1 -0.3
H 11.429708 13.411595 15.949840 -0.4 -0.2 -0.2
H 11.255327 12.610839 13.595530 -0.1 0.0 0.0
F 9.283069 12.411635 18.464497 -0.1 0.2 0.0
C 9.190517 13.183389 17.344024 -0.2 1.0 -0.3
C 9.423210 12.512785 16.043807 -0.1 0.1 0.3
C 8.748227 13.276682 14.921640 -0.6 1.3 0.3
C 8.302082 12.553908 13.766000 -0.2 0.1 -0.9
O 8.240698 11.322848 13.686092 0.0 0.4 0.2
C 7.953861 13.447100 12.588089 0.2 0.1 1.2
C 7.772161 14.778900 12.815366 -0.2 0.0 0.0
N 7.977519 15.398372 14.004708 0.0 -0.6 -0.8
C 7.534842 16.742271 14.202098 -0.5 0.4 0.4
C 7.581759 17.717488 13.061084 -0.5 0.3 -0.1
C 8.513603 17.876192 14.223022 0.5 -0.1 -0.1
C 8.526695 14.669592 15.063207 0.3 -0.7 -0.2
C 8.816622 15.361096 16.236245 0.1 -0.2 0.7
C 9.076487 14.538741 17.384559 0.6 -0.9 0.1
N 9.433050 15.334225 18.576977 -0.6 0.1 0.1
C 8.282869 16.031030 19.238618 -0.2 0.3 -0.2
C 8.820580 17.257946 20.009582 0.6 -0.3 -0.3
N 10.268569 17.078818 20.115779 0.1 0.3 0.0
C 10.569861 15.778609 20.673733 0.3 -0.2 -0.1
C 10.292929 14.704712 19.614197 -0.2 -0.4 0.0
C 7.831590 13.072475 11.185730 0.1 0.5 -1.2
O 7.808595 13.877565 10.266976 -0.2 -0.8 0.8
O 7.733176 11.723052 10.915804 -0.4 0.9 0.9
H 8.993200 11.512018 16.030804 0.2 -0.3 0.1
H 7.405008 15.408017 12.014268 0.1 -0.1 0.0
H 6.697448 16.841456 14.920851 0.5 -0.2 -0.5
H 6.763672 18.431461 12.929393 0.2 -0.4 0.1
H 8.016355 17.369282 12.132547 0.0 0.1 0.1
H 8.365757 18.658012 14.957438 -0.1 0.1 -0.1
H 9.551830 17.639632 14.007078 -0.1 0.0 0.2
H 8.899722 16.442247 16.305924 -0.1 -0.2 -0.1
H 7.788970 15.318177 19.896295 0.0 -0.1 -0.1
H 7.609449 16.334187 18.430103 0.0 -0.2 0.3
H 8.349609 17.355041 20.988654 -0.2 -0.1 0.1
H 8.632174 18.150052 19.427749 -0.1 0.3 0.0
H 10.715868 17.817526 20.636529 -0.1 0.1 0.0
H 9.997890 16.092804 18.174468 0.0 -0.1 0.2
H 9.970742 15.583867 21.559189 -0.1 -0.1 0.4
H 11.618164 15.721371 20.941254 0.1 0.1 0.2
H 9.762827 13.841543 20.042205 0.3 0.4 -0.3
H 11.186147 14.355062 19.092414 -0.1 0.0 0.1
C 13.044459 10.826591 11.530599 0.3 0.4 0.6
C 13.879434 11.145188 12.410883 -0.3 -0.3 -0.4
C 14.904972 11.268422 13.352626 -0.1 -0.2 -0.2
C 15.798707 10.094501 13.420498 -0.6 0.2 0.0
C 16.281764 9.554632 14.623634 -0.2 0.1 0.1
C 16.995532 8.375395 14.671443 0.1 -0.3 -0.2
C 17.268838 7.654243 13.506356 0.0 0.3 -0.3
C 16.810450 8.186504 12.300216 -0.2 -0.1 0.2
C 16.071837 9.358322 12.259691 0.3 0.0 -0.1
C 15.040350 12.409177 14.220037 0.1 -0.3 -0.2
C 16.205637 12.548068 14.993173 0.2 0.5 0.0
C 16.393240 13.609116 15.852612 -0.3 0.4 0.1
C 15.423342 14.616085 16.003822 0.2 -0.8 -0.2
C 14.287458 14.514497 15.197977 0.1 0.6 0.1
C 14.115102 13.469604 14.311213 -0.1 -0.1 -0.1
H 16.003654 10.037101 15.549496 0.1 0.1 0.1
H 17.314153 8.020173 15.640356 0.1 -0.2 0.1
H 17.812332 6.716275 13.493445 0.0 0.1 0.2
H 16.998422 7.667936 11.370769 0.1 -0.1 -0.1
H 15.684838 9.738002 11.320041 0.0 -0.1 0.0
H 17.027451 11.878481 14.799961 0.1 -0.1 0.2
H 17.341220 13.671907 16.366344 0.1 0.1 0.2
H 15.566468 15.437182 16.689347 0.0 0.1 0.0
H 13.549687 15.324492 15.223819 0.1 -0.3 0.0
H 13.263649 13.473193 13.645254 -0.1 -0.1 0.0
F 9.329703 11.688130 9.137518 -0.2 0.1 0.4
B 8.437310 11.118644 9.953439 0.6 -0.7 -1.1
F 8.108442 9.864313 9.641580 -0.1 -0.1 0.1
```
Positions in Å, forces in eV/Å.

Properties
highest occupied orbital energy	-2.30	eV
total charge	-1
calculated total energy	-83829.2572	eV
LUMO energy	0.05307	Eh